Run A
10
Properties=species:S:1:pos:R:3:lowdin_charge:R:1 method="wB97M-V/def2-TZVPD" homo_lumo_gap_ev=7.320 total_charge=0 multiplicity=1 e_homo_ha=-0.364
C 1.946 0.046 -0.174 -0.079
C 0.081 -0.715 0.144 -0.363
C -1.954 -0.152 -0.219 -0.064
C -0.125 0.809 0.295 -0.231
H 2.869 0.356 -0.365 0.062
H -3.099 -0.169 -0.255 0.145
N 1.414 -1.135 0.220 0.151
N -1.018 -1.222 -0.156 0.142
N -1.436 1.046 0.184 0.093
N 1.118 1.294 -0.200 0.145



Run B
10
Properties=species:S:1:pos:R:3:lowdin_charge:R:1 method="wB97M-V/def2-TZVPD" smiles=N#Cc1ccnnn1 homo_lumo_gap_ev=9.351 total_charge=0 multiplicity=1 e_homo_ha=-0.376
N -1.559 -0.475 -2.874 0.181
C -0.996 -0.283 -1.915 -0.148
C -0.393 0.134 -0.648 -0.275
C -0.089 -0.754 0.324 -0.018
C 0.668 -0.254 1.346 -0.096
N 1.082 1.023 1.315 0.026
N 0.729 1.791 0.361 -0.034
N -0.043 1.426 -0.606 0.094
H -0.358 -1.808 0.394 0.130
H 0.958 -0.799 2.303 0.140



We find run B to be the most stable, with the next structure 37.7 kcal/mol higher.



Run A
24
Properties=species:S:1:pos:R:3:lowdin_charge:R:1 method="wB97M-V/def2-TZVPD" homo_lumo_gap_ev=8.194 total_charge=0 multiplicity=1 e_homo_ha=-0.272
C 2.860 -0.423 -0.556 -0.346
C 2.008 -0.576 0.559 -0.196
C 0.518 -0.352 0.467 -0.170
C -0.467 -1.200 0.286 -0.051
C -1.768 -0.907 0.142 -0.312
C -2.218 0.396 -0.212 -0.239
C -1.262 1.401 -0.056 0.024
C 0.138 1.124 0.130 -0.122
H 4.768 -0.815 -0.919 -0.070
H 4.617 0.109 -0.056 0.029
H 2.451 -1.016 -1.350 0.122
H 2.382 0.583 -1.094 0.165
H 2.123 -1.419 1.104 0.059
H 2.475 0.358 1.628 0.214
H -0.393 -2.476 0.355 0.202
H -2.183 -2.754 -0.442 0.175
H -3.661 1.496 -0.261 -0.009
H -1.586 2.307 -0.258 0.057
H 0.526 3.291 0.214 0.204
H 1.697 1.949 0.712 -0.137
N 4.212 -0.631 -0.368 0.137
N 1.127 2.261 0.189 0.092
O -2.680 -1.913 0.005 -0.007
O -3.500 0.688 -0.373 0.178



Run B
24
Properties=species:S:1:pos:R:3:lowdin_charge:R:1 method="wB97M-V/def2-TZVPD" smiles="CCN1C(=O)CN2C(=O)CC[C@H]12" homo_lumo_gap_ev=9.890 total_charge=0 multiplicity=1 e_homo_ha=-0.339
C -2.923 -0.778 0.614 -0.109
C -2.181 -0.257 -0.611 -0.175
N -0.818 0.298 -0.186 0.000
C -0.629 1.639 -0.314 -0.453
O -1.375 2.524 -0.615 0.072
C 0.692 1.996 0.465 -0.002
N 1.320 0.705 0.504 -0.022
C 2.587 0.428 0.033 -0.436
O 3.536 1.173 -0.125 0.081
C 2.573 -1.089 -0.181 -0.103
C 1.192 -1.318 -0.586 -0.151
C 0.376 -0.385 0.298 -0.258
H -2.222 -1.518 1.044 0.065
H -3.129 0.069 1.294 0.086
H -3.860 -1.355 0.395 0.086
H -2.708 0.779 -0.918 0.146
H -2.095 -1.022 -1.542 0.154
H 0.200 2.372 1.466 0.171
H 1.369 2.645 -0.011 0.111
H 3.274 -1.253 -1.037 0.141
H 2.806 -1.618 0.776 0.146
H 1.015 -0.979 -1.677 0.164
H 0.789 -2.310 -0.458 0.110
H 0.210 -0.747 1.372 0.178



We find run B to be the most stable, with the next structure 199.7 kcal/mol higher.